ORCA calculation (ωB97M-V/def2-TZVPD) on C40H96N2O10V as an isolated structure in a non-equilibrium geometry.

Cartesian coordinates (Å):
V (-11.233, 0.314, 4.948)
O (-10.714, 2.321, 4.403)
O (-12.468, 0.907, 6.599)
O (-12.845, 0.564, 3.581)
O (-12.175, 4.479, 5.039)
O (-11.687, -1.755, 5.348)
O (-19.940, -1.207, 6.661)
O (-11.875, -1.342, 1.423)
O (-15.948, -0.762, -1.924)
O (-10.115, -0.343, 3.109)
O (-14.763, 4.401, 4.162)
N (-16.199, 0.543, -1.828)
N (-15.817, 5.365, 3.837)
C (-16.549, 5.137, 6.251)
C (-15.760, 1.367, -2.947)
C (-17.869, 6.383, 4.451)
C (-14.529, 6.511, 2.137)
C (-18.702, -0.068, 4.967)
C (-16.055, 4.619, 1.416)
C (-11.178, 5.388, 7.064)
C (-8.124, -0.509, 1.741)
C (-13.519, -1.780, -0.256)
C (-16.932, 6.800, 2.207)
C (-8.806, -2.287, 3.392)
C (-9.053, 4.183, 3.970)
C (-16.962, 5.147, 4.717)
C (-17.459, 0.288, 0.358)
C (-16.498, 0.996, -4.303)
C (-17.470, 0.802, -1.116)
C (-13.528, 1.497, 7.330)
C (-13.809, 1.246, 2.803)
C (-14.229, 1.103, -3.255)
C (-12.129, 5.596, 5.948)
C (-17.950, 0.023, 7.385)
C (-18.706, 0.190, -1.861)
C (-13.904, -2.671, 5.028)
C (-17.586, 2.315, -0.913)
C (-8.751, -0.758, 3.106)
C (-11.652, 6.796, 5.058)
C (-17.888, 3.876, 4.518)
C (-15.841, 2.849, -2.678)
C (-12.368, -2.713, 4.616)
C (-18.252, 6.571, 2.983)
C (-10.465, 3.114, 2.087)
C (-13.636, 0.945, 8.709)
C (-15.864, 5.753, 2.442)
C (-11.738, -4.084, 4.994)
C (-12.094, -1.373, 0.045)
C (-9.756, 2.903, 3.469)
C (-11.769, 0.023, -0.547)
C (-19.202, -0.021, 6.396)
C (-15.244, 1.150, 3.382)
C (-17.208, 3.226, -2.118)
H (-15.137, 3.536, 3.980)
H (-20.735, -1.352, 6.142)
H (-13.649, -0.143, 8.642)
H (-19.526, -0.316, 4.297)
H (-9.072, -2.493, 4.429)
H (-13.068, 5.871, 6.428)
H (-13.465, 2.276, 2.706)
H (-10.117, 5.451, 6.822)
H (-18.766, 4.055, 5.138)
H (-17.435, 5.270, 6.872)
H (-18.597, 2.493, -0.544)
H (-17.269, 7.269, 4.656)
H (-7.128, -0.949, 1.799)
H (-16.569, 7.790, 2.481)
H (-9.075, 2.088, 3.713)
H (-13.366, 2.564, 7.484)
H (-13.815, 5.691, 2.056)
H (-11.446, 3.577, 2.201)
H (-12.332, 6.889, 4.212)
H (-18.179, 3.709, 3.481)
H (-17.577, 1.017, 7.628)
H (-11.250, 4.370, 7.449)
H (-17.188, 6.880, 1.151)
H (-9.684, 5.061, 3.827)
H (-17.423, 2.993, 4.956)
H (-15.884, 1.695, 2.688)
H (-11.591, -2.110, 6.235)
H (-16.077, 1.563, -5.134)
H (-13.759, -2.778, 0.111)
H (-15.536, -0.883, -1.066)
H (-12.234, -2.514, 3.553)
H (-16.585, -0.025, -4.674)
H (-19.901, 0.794, 6.581)
H (-14.106, -2.818, 6.089)
H (-18.903, 7.427, 2.802)
H (-10.635, 6.612, 4.710)
H (-8.621, -1.024, 0.919)
H (-7.815, -2.729, 3.298)
H (-17.923, 3.162, -2.938)
H (-15.287, 1.388, 4.444)
H (-14.602, 1.265, 9.099)
H (-9.448, -2.764, 2.651)
H (-8.063, 4.243, 3.518)
H (-11.679, -0.129, -1.622)
H (-14.244, -1.140, 0.247)
H (-8.939, 4.107, 5.052)
H (-16.974, 4.084, 1.656)
H (-9.823, 3.629, 1.373)
H (-16.682, 0.722, 0.986)
H (-14.495, -3.376, 4.443)
H (-15.976, 4.875, 0.360)
H (-13.034, 4.480, 4.611)
H (-18.797, 5.692, 2.640)
H (-18.275, -0.399, 8.337)
H (-18.817, 6.289, 4.981)
H (-10.763, 0.316, -0.248)
H (-18.765, 0.674, -2.836)
H (-11.409, 6.116, 7.841)
H (-15.723, 3.469, -3.566)
H (-18.126, 0.818, 4.700)
H (-14.313, -1.677, 4.849)
H (-14.461, 1.268, 6.814)
H (-14.107, 0.051, -3.511)
H (-10.594, -0.646, 2.334)
H (-11.263, -4.052, 5.975)
H (-18.044, -0.936, 4.926)
H (-15.964, 5.997, 6.574)
H (-15.085, 3.216, -1.984)
H (-15.488, 0.087, 3.362)
H (-10.553, 2.179, 1.534)
H (-17.379, -0.796, 0.439)
H (-12.507, -0.766, 1.859)
H (-18.387, 0.492, 0.893)
H (-8.279, -0.203, 3.917)
H (-13.824, 0.797, 1.810)
H (-16.007, 4.216, 6.464)
H (-12.480, 0.831, -0.375)
H (-18.685, -0.821, -2.267)
H (-12.464, -4.855, 5.252)
H (-13.670, -1.907, -1.328)
H (-17.121, -0.572, 7.002)
H (-8.179, 0.547, 1.479)
H (-14.604, 7.125, 1.240)
H (-11.189, 3.077, 4.757)
H (-13.652, 1.404, -2.381)
H (-17.240, 4.281, -1.848)
H (-12.867, 1.326, 9.381)
H (-11.702, 7.711, 5.648)
H (-11.448, -2.067, -0.492)
H (-11.106, -4.566, 4.249)
H (-15.259, 3.881, 1.516)
H (-17.449, 1.525, -4.246)
H (-14.014, 1.655, -4.170)
H (-14.277, 7.200, 2.943)
H (-19.643, 0.420, -1.353)
H (-17.053, 2.605, -0.007)

Results
- energy (eV) = -92174.579
- spin multiplicity = 4
- largest force on an atom (hartree/bohr) = 0.09157
- gap between HOMO and LUMO (alpha / beta) (eV) = 6.76 / 7.33
- HOMO (alpha / beta) (eV) = -6.4 / -7.1

ORCA calculation (ωB97M-V/def2-TZVPD) on C41H104BeN7O13 as an isolated structure in a non-equilibrium geometry.

Cartesian coordinates (Å):
O (-4.144, 1.978, -6.535)
O (4.947, 2.908, -1.702)
O (-0.562, -4.164, -1.731)
O (2.223, 1.034, 4.812)
O (6.097, -1.034, 2.879)
O (-5.184, -4.370, 4.854)
O (3.652, 6.247, 1.316)
O (-1.307, -3.490, 4.040)
O (1.467, -1.402, -1.942)
O (0.833, 4.329, -2.914)
O (-2.614, -0.556, -2.843)
O (3.819, -4.105, -2.174)
O (-5.948, 0.586, -0.799)
N (1.259, 4.889, 0.032)
N (4.283, 1.311, 2.613)
N (-3.244, -2.738, 6.212)
N (-1.737, 1.324, -4.891)
N (1.631, -5.581, -1.291)
N (2.091, 1.377, -3.490)
N (-5.403, 0.291, 2.893)
C (-0.821, -3.669, 2.735)
C (-6.061, -5.475, 4.753)
C (4.848, 6.399, 2.040)
C (-6.261, 0.305, 0.559)
C (-3.956, -0.950, -2.671)
C (-2.346, 2.629, -5.077)
C (3.526, 1.673, -3.243)
C (1.452, -0.964, -0.634)
C (0.587, 5.371, -3.866)
C (5.146, -0.849, 1.850)
C (-1.845, -2.191, 4.189)
C (3.984, -5.223, -1.300)
C (-1.219, 1.202, -3.536)
C (6.429, -2.387, 3.093)
C (-2.982, 2.776, -6.445)
C (2.846, 1.053, 2.528)
C (-5.663, -3.324, 5.717)
C (-3.801, 0.059, 1.089)
C (-2.298, 0.781, -2.550)
C (-4.573, -2.272, 5.825)
C (-0.781, -5.452, -1.150)
C (1.338, 5.695, 1.236)
C (-2.136, -1.960, 5.700)
C (5.117, 3.568, -0.467)
C (2.662, 5.524, 1.987)
C (1.472, 1.452, 5.923)
C (2.935, -6.293, -1.582)
C (0.398, -6.360, -1.544)
C (1.990, 1.685, 3.590)
C (-4.580, 1.678, -7.842)
C (-0.045, 4.148, -1.842)
C (4.917, -3.207, -2.023)
C (-5.112, 0.691, 1.497)
C (-7.092, 0.241, -1.609)
C (4.986, 0.626, 1.519)
C (0.032, 5.168, -0.727)
C (0.251, -0.110, -0.259)
C (-1.566, -3.189, -1.396)
C (4.194, 2.304, -4.414)
C (3.627, 2.384, -1.897)
C (1.632, -2.165, 0.281)
Be (1.512, -3.658, -3.005)
H (4.099, 0.757, -3.048)
H (-0.477, -4.686, 2.547)
H (5.426, 5.477, 2.140)
H (0.268, 0.040, 0.825)
H (-6.506, -2.840, 5.219)
H (-3.159, 3.833, -6.666)
H (-5.046, 1.772, 1.645)
H (2.520, -2.780, 0.124)
H (0.224, 0.903, -0.661)
H (5.520, 7.125, 1.581)
H (-0.498, 0.381, -3.504)
H (2.058, 2.776, 3.552)
H (-0.747, 2.078, -3.096)
H (-1.184, -2.299, -1.893)
H (0.140, 3.162, -1.410)
H (-2.540, -3.435, -1.820)
H (3.932, -5.023, -0.227)
H (4.727, -2.332, -2.645)
H (-3.173, 2.733, -4.354)
H (4.595, 0.788, 3.428)
H (3.679, 3.207, -4.756)
H (0.256, -6.652, -2.590)
H (-2.208, 2.489, -7.166)
H (-6.941, -5.168, 4.179)
H (-0.694, -0.596, -0.508)
H (2.909, -6.553, -2.641)
H (0.980, 1.480, 3.205)
H (1.633, -1.860, 1.329)
H (-6.776, 0.191, -2.648)
H (5.241, 2.544, -4.223)
H (-6.421, -0.774, 0.677)
H (-3.885, -1.026, 1.235)
H (0.809, -2.879, 0.179)
H (0.359, -7.347, -1.076)
H (-2.546, 0.723, -5.014)
H (-7.377, -0.776, -1.323)
H (-0.071, 6.138, -3.463)
H (1.891, 1.017, 6.828)
H (1.649, 2.241, -3.182)
H (-1.025, -1.500, 3.957)
H (0.429, 1.162, 5.764)
H (-0.820, -5.363, -0.060)
H (-4.572, 0.504, 3.434)
H (1.517, 2.541, 6.018)
H (-4.227, -1.055, -1.618)
H (4.915, 2.862, 0.340)
H (-3.510, 0.241, 0.056)
H (-1.732, -5.915, -1.416)
H (-4.081, -1.959, -3.069)
H (-7.874, 0.950, -1.340)
H (5.113, -2.826, -1.021)
H (2.891, 4.452, 2.027)
H (-4.938, 2.549, -8.397)
H (-3.169, -3.664, 5.799)
H (-3.110, 1.515, -2.618)
H (5.767, -3.716, -2.480)
H (2.090, 4.906, -0.542)
H (-1.492, -3.354, 1.930)
H (3.001, 3.280, -1.967)
H (4.551, 0.835, 0.541)
H (-6.338, -5.926, 5.706)
H (-4.859, -1.536, 6.583)
H (-2.999, 0.229, 1.812)
H (4.613, 4.532, -0.351)
H (0.140, 4.830, -4.705)
H (4.205, -1.388, 2.002)
H (7.144, -2.454, 3.909)
H (1.957, 0.655, -2.785)
H (5.521, -2.967, 3.284)
H (-7.162, 0.793, 0.938)
H (3.338, 1.713, -1.084)
H (-4.542, -1.694, 4.892)
H (-1.715, -2.954, -0.341)
H (-1.250, -2.310, 6.233)
H (6.166, 3.870, -0.422)
H (2.585, 5.917, 3.007)
H (0.074, -3.056, 2.572)
H (1.137, 6.758, 1.059)
H (4.975, -5.652, -1.471)
H (0.566, 5.408, 1.957)
H (-2.746, -2.010, 3.597)
H (-2.070, 0.775, -1.480)
H (-5.545, -6.197, 4.121)
H (2.298, -0.298, -0.402)
H (2.575, -0.004, 2.441)
H (2.617, 1.499, 1.554)
H (5.963, 1.113, 1.462)
H (-5.428, -0.727, 2.903)
H (0.004, 6.179, -1.153)
H (4.664, 6.823, 3.032)
H (6.854, -2.819, 2.180)
H (1.552, -5.642, -0.277)
H (5.543, -1.371, 0.965)
H (-3.842, 1.094, -8.395)
H (3.074, -7.189, -0.979)
H (-4.694, -0.320, -3.169)
H (-2.251, -0.896, 5.911)
H (-0.871, 5.138, -0.116)
H (-1.793, 3.512, -4.750)
H (4.205, 1.656, -5.292)
H (-5.939, -3.745, 6.685)
H (-1.098, 4.072, -2.151)
H (-5.462, 1.051, -7.708)
H (1.542, 5.717, -4.257)

Results
- energy (eV) = -81633.501
- largest force on an atom (hartree/bohr) = 0.09096
- gap between HOMO and LUMO (eV) = 3.83
- charge = +1
- HOMO (eV) = -10.2